Record 1
Formula: CHPS3
Source: the Open Molecules 2025 dataset
Level of theory: ωB97M-V with the def2-TZVPD basis set

Element x y z (Å)
S -2.554 -0.688 -0.652
S 1.073 -1.172 0.129
S 0.256 1.649 1.021
P -1.029 0.607 -1.398
C 0.219 0.435 -0.054
H 2.034 -0.831 0.954

Summary:
F_max: 4.27 eV Å⁻¹
HOMO (alpha / beta): -9.0 / -9.0 eV
energy relative to the best compared isomer or geometry (same formula, charge and spin): 0.8636 eV
2S+1: 1
DFT total energy: -42846.05290 eV
frontier orbital gap (alpha / beta): 6.84 / 6.84 eV
SMILES: S=PC(=S)S


Record 2
Formula: CI3NOS
Source: the Open Molecules 2025 dataset
Level of theory: ωB97M-V with the def2-TZVPD basis set

Element x y z (Å)
I -0.910 1.204 -2.467
I -2.136 -1.136 0.014
I 0.891 -2.177 1.473
S 2.011 0.780 0.811
O -0.197 1.475 -0.452
N -0.214 -0.838 0.466
C 0.556 0.692 0.155

Summary:
F_max: 5.51 eV Å⁻¹
HOMO (alpha / beta): -8.2 / -8.2 eV
energy relative to the best compared isomer or geometry (same formula, charge and spin): 1.9583 eV
2S+1: 1
DFT total energy: -39707.38407 eV
frontier orbital gap (alpha / beta): 5.08 / 5.09 eV


Record 3
Formula: CI3O2S
Source: the Open Molecules 2025 dataset
Level of theory: ωB97M-V with the def2-TZVPD basis set

Element x y z (Å)
I 1.076 1.661 -1.693
I 0.749 1.477 1.765
I 2.128 -1.775 -0.222
S -1.120 -0.790 -0.246
O -2.112 0.162 -0.610
O -1.303 -1.219 1.114
C 0.581 0.484 -0.109

Summary:
charge: -1
F_max: 2.94 eV Å⁻¹
HOMO (alpha / beta): -4.6 / -4.7 eV
energy relative to the best compared isomer or geometry (same formula, charge and spin): 0.9716 eV
2S+1: 1
DFT total energy: -40269.25695 eV
frontier orbital gap (alpha / beta): 6.55 / 6.55 eV


Record 4
Formula: CIN3O6
Source: the Open Molecules 2025 dataset
Level of theory: ωB97M-V with the def2-TZVPD basis set

Element x y z (Å)
I -0.966 1.577 1.848
O -0.304 -0.110 -1.845
O -1.120 1.760 -1.135
O -0.449 -1.419 1.912
O 1.868 1.503 1.116
O -0.929 -1.971 -0.115
O 2.273 0.058 -0.509
N -0.641 -1.176 0.740
N -0.693 0.637 -0.980
N 1.753 0.697 0.299
C -0.504 0.208 0.381

Summary:
F_max: 3.71 eV Å⁻¹
HOMO (alpha / beta): -10.3 / -10.1 eV
energy relative to the best compared isomer or geometry (same formula, charge and spin): 1.3641 eV
2S+1: 1
DFT total energy: -25880.93379 eV
frontier orbital gap (alpha / beta): 7.31 / 7.79 eV


Record 5
Formula: CLiO2Rb
Source: the Open Molecules 2025 dataset
Level of theory: ωB97M-V with the def2-TZVPD basis set

Element x y z (Å)
Rb 1.830 -0.268 1.071
O 0.506 0.672 -1.085
O -1.287 -1.195 1.403
C -2.181 -0.995 0.800
Li 1.132 1.786 -2.188

Summary:
F_max: 4.29 eV Å⁻¹
HOMO: -5.5 eV
energy relative to the best compared isomer or geometry (same formula, charge and spin): 0.1668 eV
2S+1: 1
DFT total energy: -5989.84296 eV
frontier orbital gap: 5.07 eV


Record 6
Formula: CN2O3
Source: the Open Molecules 2025 dataset
Level of theory: ωB97M-V with the def2-TZVPD basis set

Element x y z (Å)
O 1.902 0.745 -0.825
O 1.213 -0.275 1.006
O -0.640 0.399 -0.654
N 1.226 0.284 -0.047
N -2.234 -0.924 0.524
C -1.468 -0.230 -0.004

Summary:
F_max: 5.05 eV Å⁻¹
HOMO (alpha / beta): -10.5 / -10.7 eV
energy relative to the best compared isomer or geometry (same formula, charge and spin): 5.0116 eV
2S+1: 1
DFT total energy: -10153.61311 eV
frontier orbital gap (alpha / beta): 7.48 / 8.23 eV


Record 7
Formula: CN2O3
Source: the Open Molecules 2025 dataset
Level of theory: ωB97M-V with the def2-TZVPD basis set

Element x y z (Å)
O 1.615 0.549 0.092
O 0.991 -1.177 0.060
O -2.074 0.446 0.046
N -0.220 -0.956 -0.170
N 0.729 1.225 -0.130
C -1.042 -0.088 0.101

Summary:
F_max: 2.79 eV Å⁻¹
HOMO (alpha / beta): -9.4 / -9.4 eV
energy relative to the best compared isomer or geometry (same formula, charge and spin): 5.2627 eV
2S+1: 1
DFT total energy: -10153.36205 eV
frontier orbital gap (alpha / beta): 7.83 / 7.83 eV


Record 8
Formula: CN4O4
Source: the Open Molecules 2025 dataset
Level of theory: ωB97M-V with the def2-TZVPD basis set

Element x y z (Å)
O 1.488 -0.016 3.448
O -1.234 -0.228 -0.112
O 0.198 -0.260 -1.895
O 0.322 1.277 -0.260
N -0.320 0.369 -0.517
N -1.039 -1.924 -3.047
N 0.533 1.612 2.223
N 0.964 0.834 2.881
C -0.478 -1.089 -2.460

Summary:
F_max: 5.56 eV Å⁻¹
HOMO: -11.2 eV
energy relative to the best compared isomer or geometry (same formula, charge and spin): 0.5353 eV
2S+1: 1
DFT total energy: -15179.58453 eV
frontier orbital gap: 10.27 eV
SMILES: N#CO[N+](=O)[O-].N#[N+][O-]


Record 9
Formula: CN4OS
Source: the Open Molecules 2025 dataset
Level of theory: ωB97M-V with the def2-TZVPD basis set

Element x y z (Å)
S -2.181 -0.527 0.030
O -3.028 0.783 -0.081
N 0.537 0.968 0.074
N 0.837 -1.189 -0.007
N 1.816 0.748 0.037
N 2.047 -0.586 -0.059
C -0.029 -0.196 0.006

Summary:
charge: -2
F_max: 4.41 eV Å⁻¹
HOMO: 1.7 eV
energy relative to the best compared isomer or geometry (same formula, charge and spin): 0.9146 eV
2S+1: 1
DFT total energy: -19876.24018 eV
frontier orbital gap: 4.80 eV


Record 10
Formula: CN4OS
Source: the Open Molecules 2025 dataset
Level of theory: ωB97M-V with the def2-TZVPD basis set

Element x y z (Å)
S 0.550 -0.973 1.770
O 0.930 -2.441 2.149
N -1.031 -1.590 -0.520
N -0.024 2.102 -1.299
N -0.809 1.848 -0.489
N 0.811 2.344 -2.038
C -0.426 -1.292 0.427

Summary:
charge: -2
F_max: 3.83 eV Å⁻¹
HOMO: 0.5 eV
energy relative to the best compared isomer or geometry (same formula, charge and spin): 0.5136 eV
2S+1: 1
DFT total energy: -19876.64116 eV
frontier orbital gap: 5.74 eV


Record 11
Formula: CN5O
Source: the Open Molecules 2025 dataset
Level of theory: ωB97M-V with the def2-TZVPD basis set

Element x y z (Å)
O -2.943 -1.111 -0.021
N 3.232 -0.433 -0.122
N -0.205 1.020 0.029
N 0.535 1.872 0.050
N 2.264 -0.898 0.092
N -0.887 0.032 0.013
C -1.995 -0.482 -0.042

Summary:
charge: +1
F_max: 6.31 eV Å⁻¹
HOMO: -18.5 eV
energy relative to the best compared isomer or geometry (same formula, charge and spin): 0.1560 eV
2S+1: 1
DFT total energy: -10524.35153 eV
frontier orbital gap: 11.70 eV


Record 12
Formula: CNO2S2
Source: the Open Molecules 2025 dataset
Level of theory: ωB97M-V with the def2-TZVPD basis set

Element x y z (Å)
S 0.900 -0.423 -0.424
S 2.327 -0.289 0.995
O -1.839 0.322 1.284
O 1.163 0.694 -1.220
N -1.117 -0.375 -0.830
C -1.435 0.071 0.195

Summary:
charge: -1
F_max: 5.53 eV Å⁻¹
HOMO: -4.2 eV
energy relative to the best compared isomer or geometry (same formula, charge and spin): 1.8505 eV
2S+1: 1
DFT total energy: -28292.55564 eV
frontier orbital gap: 7.54 eV


Record 13
Formula: CNO2S2
Source: the Open Molecules 2025 dataset
Level of theory: ωB97M-V with the def2-TZVPD basis set

Element x y z (Å)
S -0.384 -1.644 0.468
S -0.942 0.831 0.820
O 0.097 0.657 -0.734
O 1.272 -1.130 -1.453
N -0.482 1.950 1.617
C 0.440 -0.663 -0.718

Summary:
charge: -1
F_max: 1.45 eV Å⁻¹
HOMO (alpha / beta): -4.0 / -4.0 eV
energy relative to the best compared isomer or geometry (same formula, charge and spin): 1.5345 eV
2S+1: 1
DFT total energy: -28292.87159 eV
frontier orbital gap (alpha / beta): 7.58 / 7.58 eV


Record 14
Formula: CNO5PrS2
Source: the Open Molecules 2025 dataset
Level of theory: ωB97M-V with the def2-TZVPD basis set

Element x y z (Å)
Pr 0.504 -0.086 -1.168
S 0.528 -0.128 2.447
S -1.757 1.278 1.190
O 0.426 -2.552 -3.940
O 1.051 -0.454 1.071
O -2.324 2.585 1.584
O -0.823 1.447 -0.018
O 1.744 -1.689 -2.355
N -0.562 0.915 2.553
C 0.577 -1.769 -2.990

Summary:
F_max: 3.05 eV Å⁻¹
HOMO (alpha / beta): -7.3 / -7.3 eV
energy relative to the best compared isomer or geometry (same formula, charge and spin): 0.6118 eV
2S+1: 3
DFT total energy: -48501.44797 eV
frontier orbital gap (alpha / beta): 4.48 / 4.57 eV


Record 15
Formula: CO
Source: the Open Molecules 2025 dataset
Level of theory: ωB97M-V with the def2-TZVPD basis set

Element x y z (Å)
O 0.000 0.000 0.549
C 0.000 0.000 -0.549

Summary:
F_max: 3.66 eV Å⁻¹
HOMO: -13.2 eV
energy relative to the best compared isomer or geometry (same formula, charge and spin): 0.0467 eV
2S+1: 1
DFT total energy: -3084.06665 eV
frontier orbital gap: 14.62 eV


Record 16
Formula: CO4P
Source: the Open Molecules 2025 dataset
Level of theory: ωB97M-V with the def2-TZVPD basis set

Element x y z (Å)
P -1.256 -0.426 0.440
O 1.353 0.911 0.779
O -1.747 -0.735 -0.926
O 1.486 -0.329 -1.124
O -1.841 0.812 0.971
C 1.212 0.220 -0.146

Summary:
charge: -1
F_max: 3.20 eV Å⁻¹
HOMO (alpha / beta): -1.3 / -5.6 eV
energy relative to the best compared isomer or geometry (same formula, charge and spin): 0.0000 eV
2S+1: 3
DFT total energy: -18516.10292 eV
frontier orbital gap (alpha / beta): 5.45 / 7.57 eV


Record 17
Formula: CO4S
Source: the Open Molecules 2025 dataset
Level of theory: ωB97M-V with the def2-TZVPD basis set

Element x y z (Å)
S -0.465 1.796 0.042
O 0.446 1.720 -1.048
O -0.311 -0.777 -0.949
O -0.225 0.615 0.878
O 0.319 -1.687 1.028
C 0.038 -1.045 0.107

Summary:
F_max: 4.60 eV Å⁻¹
HOMO: -11.9 eV
energy relative to the best compared isomer or geometry (same formula, charge and spin): 1.4970 eV
2S+1: 1
DFT total energy: -20061.00383 eV
frontier orbital gap: 9.63 eV


Record 18
Formula: CO4S
Source: the Open Molecules 2025 dataset
Level of theory: ωB97M-V with the def2-TZVPD basis set

Element x y z (Å)
S 0.872 0.853 -2.054
O -0.640 -0.441 0.681
O 0.128 1.515 -3.071
O 2.014 1.430 -1.416
O -0.835 -1.610 2.614
C -0.802 -1.007 1.656

Summary:
F_max: 3.12 eV Å⁻¹
HOMO: -11.7 eV
energy relative to the best compared isomer or geometry (same formula, charge and spin): 0.1006 eV
2S+1: 1
DFT total energy: -20062.40024 eV
frontier orbital gap: 10.88 eV


Record 19
Formula: Ca2H4N5O17
Source: the Open Molecules 2025 dataset
Level of theory: ωB97M-V with the def2-TZVPD basis set

Element x y z (Å)
Ca -2.928 1.250 -0.564
Ca 1.283 -2.445 2.145
O 0.563 2.700 1.126
O -0.708 0.190 -0.983
O 3.896 1.031 1.482
O -2.148 -2.064 -2.738
O -2.632 -0.779 3.706
O 1.106 -2.857 -1.796
O -1.001 0.523 3.152
O -1.246 2.954 -0.021
O -3.458 -0.412 -2.204
O -0.660 -1.608 3.334
O 0.624 3.714 -0.769
O 3.243 -1.057 1.453
O 2.123 0.385 2.589
O -1.672 -0.641 0.702
O -2.140 -0.264 -3.925
O 1.455 1.361 -2.552
O 0.429 -1.072 0.387
N -1.452 -0.592 3.391
N -0.637 -0.519 0.043
N 3.102 0.162 1.853
N 0.009 3.109 0.124
N -2.547 -0.916 -2.965
H 1.548 2.261 -2.213
H 0.827 0.950 -1.942
H 1.842 -3.373 -1.448
H 1.180 -1.991 -1.366

Summary:
charge: -1
F_max: 3.66 eV Å⁻¹
HOMO: -6.2 eV
2S+1: 1
DFT total energy: -79189.91604 eV
frontier orbital gap: 6.31 eV


Record 20
Formula: CaH12N3O15
Source: the Open Molecules 2025 dataset
Level of theory: ωB97M-V with the def2-TZVPD basis set

Element x y z (Å)
Ca -0.162 0.448 0.276
O 2.489 -2.370 -1.290
O 4.375 -2.049 -2.182
O -1.098 0.139 -3.081
O -2.639 -2.823 4.329
O 4.164 -3.375 -0.461
O -2.045 3.346 -0.872
O 2.604 2.519 -1.860
O -0.825 -3.773 4.690
O 2.602 0.593 2.581
O -1.817 -3.455 -1.882
O -0.902 2.504 3.266
O 3.324 2.624 -3.920
O -3.712 -0.567 0.005
O -1.034 -2.328 3.117
O 4.054 3.943 -2.467
N -1.495 -3.006 4.063
N 3.673 -2.552 -1.293
N 3.332 2.989 -2.738
H -1.016 -3.022 -2.179
H -2.379 -2.741 -1.583
H -1.605 3.088 3.550
H -4.345 -0.645 0.719
H -2.831 3.031 -1.317
H -1.699 4.028 -1.449
H 3.554 0.676 2.524
H -0.326 2.433 4.027
H 2.427 0.479 3.515
H -0.469 0.196 -3.802
H -1.953 0.108 -3.511
H -4.247 -0.439 -0.778

Summary:
charge: -1
F_max: 4.85 eV Å⁻¹
HOMO: -4.7 eV
2S+1: 1
DFT total energy: -53804.05510 eV
frontier orbital gap: 3.52 eV